{"formula": "C7H9ClOS", "method": "the ωB97M-V functional and the def2-TZVPD basis", "elements": ["C", "C", "C", "C", "C", "C", "C", "O", "S", "Cl", "H", "H", "H", "H", "H", "H", "H", "H", "H"], "coordinates": [[-0.165, -1.438, 2.638], [-0.359, -0.327, 1.869], [-0.324, -2.595, 1.896], [-0.820, -0.629, 0.597], [0.988, 1.387, -2.368], [0.978, 0.651, -1.079], [-0.828, 0.498, -0.352], [-1.315, 1.632, 0.111], [-0.803, -2.290, 0.265], [-1.635, -0.068, -1.918], [0.152, -1.525, 3.682], [-0.245, 0.637, 2.350], [-0.407, -3.629, 2.250], [1.788, 2.084, -2.674], [0.965, 0.716, -3.227], [0.081, 1.950, -2.520], [1.145, -0.420, -1.267], [1.510, 1.058, -0.168], [-0.706, 2.308, -0.085]], "de_lowest_kcal_mol": 29.46, "e_homo_ev": -8.470}

{"formula": "C34H50BIrN8O3", "method": "the ωB97M-V functional and the def2-TZVPD basis", "elements": ["Ir", "C", "C", "C", "C", "C", "C", "C", "N", "N", "C", "C", "C", "C", "C", "C", "N", "C", "C", "C", "C", "C", "C", "N", "H", "H", "H", "H", "H", "H", "H", "H", "H", "H", "H", "H", "H", "H", "H", "H", "H", "H", "H", "H", "C", "N", "C", "C", "N", "H", "H", "H", "H", "H", "H", "C", "C", "C", "O", "B", "O", "C", "C", "C", "H", "H", "H", "H", "H", "H", "H", "H", "H", "H", "H", "H", "C", "N", "C", "C", "C", "N", "C", "C", "O", "H", "H", "H", "H", "H", "H", "H", "H", "H", "H", "H", "H"], "coordinates": [[1.224, 0.488, -0.914], [4.392, 0.432, -1.750], [3.712, -0.767, -2.390], [3.256, -1.863, -1.484], [3.983, -3.075, -1.385], [3.678, -3.923, -0.368], [2.647, -3.609, 0.543], [1.867, -2.504, 0.272], [2.203, -1.626, -0.723], [3.483, 1.011, -0.616], [3.944, 0.443, 0.627], [2.821, 0.486, 1.637], [3.173, 0.480, 2.982], [2.159, 0.584, 3.962], [0.823, 0.606, 3.526], [0.570, 0.588, 2.192], [1.523, 0.510, 1.213], [3.493, 2.503, -0.548], [2.749, 2.974, -1.716], [3.115, 4.210, -2.247], [2.402, 4.697, -3.302], [1.357, 3.927, -3.829], [0.968, 2.783, -3.212], [1.671, 2.245, -2.178], [4.616, 1.289, -2.484], [5.373, 0.118, -1.346], [4.511, -1.212, -3.044], [2.875, -0.473, -2.986], [4.795, -3.334, -2.137], [4.092, -4.922, -0.334], [2.378, -4.167, 1.379], [1.170, -2.130, 0.997], [4.695, 1.084, 1.069], [4.267, -0.574, 0.482], [4.209, 0.445, 3.284], [2.463, 0.517, 5.073], [-0.026, 0.509, 4.171], [-0.416, 0.551, 1.812], [4.466, 2.870, -0.493], [2.904, 2.912, 0.292], [3.935, 4.795, -1.777], [2.727, 5.621, -3.752], [0.857, 4.332, -4.726], [0.027, 2.323, -3.466], [-0.230, -2.902, -5.090], [-0.708, -1.555, -4.711], [-2.051, -1.155, -5.154], [-0.147, -1.072, -3.629], [0.281, -0.547, -2.687], [-0.743, -3.742, -4.598], [0.843, -2.989, -4.922], [-0.297, -2.955, -6.133], [-2.850, -1.770, -4.752], [-2.123, -1.147, -6.237], [-2.209, -0.206, -4.742], [-3.225, -2.941, 4.398], [-2.654, -2.755, 3.090], [-1.477, -3.751, 2.882], [-2.029, -1.357, 2.872], [-2.279, -1.038, 1.641], [-3.072, -1.776, 0.912], [-3.695, -2.759, 1.898], [-3.848, -4.075, 1.142], [-4.952, -2.011, 2.194], [-2.492, -2.756, 5.156], [-3.449, -3.994, 4.517], [-4.155, -2.339, 4.596], [-0.790, -3.598, 3.743], [-0.908, -3.562, 1.981], [-1.885, -4.808, 2.907], [-2.962, -4.248, 0.494], [-4.715, -3.966, 0.543], [-3.993, -4.961, 1.843], [-4.879, -1.109, 2.844], [-5.666, -2.655, 2.696], [-5.504, -1.699, 1.265], [0.478, 3.665, 0.765], [-0.808, 3.050, 1.068], [-1.538, 3.595, 2.239], [-2.939, 3.955, 1.834], [-3.608, 2.708, 1.183], [-2.753, 2.159, 0.085], [-3.403, 1.198, -0.843], [-1.393, 2.240, 0.146], [-0.748, 1.602, -0.696], [0.385, 4.701, 0.758], [0.838, 3.420, -0.222], [1.190, 3.430, 1.568], [-1.029, 4.447, 2.557], [-1.479, 2.849, 3.060], [-2.841, 4.686, 1.024], [-3.513, 4.391, 2.659], [-4.590, 2.968, 0.785], [-3.760, 1.986, 1.970], [-3.006, 1.411, -1.837], [-4.476, 1.408, -0.798], [-3.277, 0.176, -0.572]], "de_lowest_kcal_mol": 60.85, "e_homo_ev": [-14.147, -16.185], "charge": 3, "multiplicity": 6}

{"formula": "C19H25N5O2", "method": "the ωB97M-V functional and the def2-TZVPD basis", "elements": ["C", "H", "H", "H", "C", "N", "C", "N", "C", "C", "C", "C", "C", "C", "N", "C", "C", "C", "N", "H", "C", "O", "N", "H", "C", "H", "C", "C", "O", "C", "H", "H", "H", "H", "H", "H", "H", "H", "H", "H", "H", "H", "C", "C", "H", "H", "H", "H", "H", "H", "H"], "coordinates": [[4.349, 1.250, 0.415], [4.409, 0.230, 0.788], [4.585, 1.930, 1.229], [5.099, 1.366, -0.364], [2.953, 1.565, -0.123], [2.529, 0.623, -1.139], [1.384, -0.104, -1.083], [0.855, -0.465, -2.242], [-0.353, -1.050, -2.277], [-0.935, -1.414, -3.505], [-2.209, -1.916, -3.526], [-2.941, -2.085, -2.341], [-2.391, -1.770, -1.128], [-1.082, -1.264, -1.079], [-0.457, -1.063, 0.101], [0.746, -0.557, 0.126], [1.403, -0.613, 1.491], [1.250, -1.941, 2.030], [1.132, -2.994, 2.458], [2.467, -0.378, 1.453], [0.685, 0.397, 2.420], [1.256, 1.368, 2.865], [-0.591, 0.059, 2.644], [-0.973, -0.679, 2.060], [-1.505, 0.944, 3.327], [-2.281, 0.336, 3.798], [-2.133, 1.980, 2.390], [-2.995, 1.330, 1.301], [-3.459, 2.235, 0.326], [-4.460, 3.118, 0.768], [-4.823, 3.633, -0.119], [-4.074, 3.858, 1.477], [-5.289, 2.574, 1.237], [-2.401, 0.606, 0.737], [-3.846, 0.806, 1.766], [-2.739, 2.662, 2.989], [-1.340, 2.559, 1.912], [-0.934, 1.463, 4.101], [-2.933, -1.909, -0.205], [-3.946, -2.476, -2.393], [-2.666, -2.182, -4.468], [-0.367, -1.262, -4.409], [3.126, 0.793, -2.455], [3.873, -0.464, -2.887], [4.339, -0.303, -3.855], [4.645, -0.720, -2.164], [3.179, -1.295, -2.968], [3.812, 1.639, -2.411], [2.336, 1.010, -3.181], [2.232, 1.600, 0.692], [2.967, 2.567, -0.571]], "de_lowest_kcal_mol": 51.63, "smiles": "CCN(CC)c1nc2ccccc2nc1[C@H](C#N)C(=O)NCCCOC", "e_homo_ev": -8.213}

{"formula": "C18H42N6O6", "method": "the ωB97M-V functional and the def2-TZVPD basis", "elements": ["C", "O", "N", "C", "C", "H", "H", "H", "H", "H", "H", "H", "C", "O", "N", "C", "C", "H", "H", "H", "H", "H", "H", "H", "C", "O", "N", "C", "C", "H", "H", "H", "H", "H", "H", "H", "C", "O", "N", "C", "C", "H", "H", "H", "H", "H", "H", "H", "C", "O", "N", "C", "C", "H", "H", "H", "H", "H", "H", "H", "C", "O", "N", "C", "C", "H", "H", "H", "H", "H", "H", "H"], "coordinates": [[-9.118, -0.330, -8.050], [-9.437, -1.166, -7.207], [-8.420, -0.625, -9.187], [-8.206, 0.436, -10.143], [-8.231, -1.890, -9.696], [-9.144, 0.754, -7.857], [-7.206, 0.365, -10.571], [-8.146, 1.404, -9.645], [-9.010, 0.355, -10.875], [-8.154, -1.927, -10.783], [-7.273, -2.171, -9.260], [-9.034, -2.502, -9.286], [-6.706, 2.673, -3.848], [-5.805, 2.881, -3.070], [-6.548, 3.004, -5.164], [-7.418, 2.548, -6.277], [-5.283, 3.545, -5.655], [-7.619, 2.117, -3.586], [-8.440, 2.605, -5.900], [-7.150, 1.530, -6.562], [-7.255, 2.913, -7.291], [-4.687, 4.018, -4.874], [-4.757, 2.852, -6.311], [-5.565, 4.302, -6.386], [-8.088, -1.013, -2.099], [-8.505, -0.295, -3.050], [-6.835, -0.954, -1.619], [-5.749, -0.502, -2.546], [-6.556, -1.545, -0.240], [-8.761, -1.503, -1.379], [-6.127, 0.143, -3.340], [-4.935, -1.149, -2.873], [-5.311, 0.214, -1.851], [-5.886, -0.929, 0.360], [-7.401, -1.616, 0.444], [-6.188, -2.567, -0.322], [-0.943, 1.527, -4.246], [-0.316, 1.555, -5.319], [-1.076, 2.559, -3.437], [-1.926, 2.526, -2.224], [-0.384, 3.869, -3.566], [-1.525, 0.729, -3.761], [-1.692, 1.583, -1.731], [-2.998, 2.435, -2.398], [-1.886, 3.297, -1.454], [0.675, 3.630, -3.669], [-0.619, 4.566, -4.371], [-0.480, 4.440, -2.643], [-5.888, 2.027, 2.307], [-6.469, 0.959, 2.224], [-5.970, 3.032, 1.449], [-5.285, 4.347, 1.539], [-6.449, 2.878, 0.086], [-5.144, 2.222, 3.094], [-5.018, 4.681, 2.542], [-5.911, 5.155, 1.162], [-4.297, 4.240, 1.091], [-7.337, 3.510, 0.117], [-5.965, 3.274, -0.807], [-6.945, 1.923, -0.092], [-9.544, 4.347, -8.764], [-9.428, 3.123, -8.512], [-9.547, 4.811, -10.025], [-9.348, 4.029, -11.187], [-9.871, 6.201, -10.372], [-9.745, 5.163, -8.053], [-9.460, 2.953, -11.060], [-8.306, 4.203, -11.457], [-9.937, 4.297, -12.064], [-9.825, 6.994, -9.626], [-9.260, 6.489, -11.228], [-10.823, 6.197, -10.903]], "de_lowest_kcal_mol": 96.02, "e_homo_ev": [-11.099, -11.090], "charge": 1, "multiplicity": 2}